# 1
Here is a structure of composition C6H12O3 from the OMol25 dataset. Energies are from wB97M-V/def2-TZVPD.

HOMO energy = -8.35 eV
Charge = 0
Energy = -461.3994 Ha

```
21
Properties=species:S:1:pos:R:3:forces:R:3:nbo_charge:R:1
O -0.639966 1.646872 -1.315983 0.0 -0.1 0.3 -0.55
O 0.064427 -1.335413 -1.305196 -0.1 0.1 0.2 -0.71
O -0.921102 -1.388855 0.758749 0.2 0.2 -0.2 -0.66
C 2.095820 0.726476 -0.281610 0.0 0.0 0.0 -0.67
C -0.910805 -0.886543 -0.423829 0.2 0.0 0.2 0.60
C -2.267124 -0.821699 -1.131545 0.1 0.1 0.1 -0.65
C 1.050305 0.931346 0.763591 -0.1 -0.3 0.1 -0.03
C 0.881645 0.059788 1.865969 0.1 0.2 -0.1 -0.70
C -0.768269 1.016148 -0.302877 0.1 -0.2 -0.2 0.31
H 2.433454 -0.309377 -0.323404 0.0 0.0 0.0 0.21
H 1.735401 1.021234 -1.268190 0.0 0.0 0.0 0.25
H 1.664676 -0.681664 2.023208 0.0 0.0 -0.1 0.24
H 2.965223 1.348855 -0.040877 -0.1 0.0 0.0 0.23
H 0.747107 1.964211 0.913658 -0.1 0.0 0.0 0.22
H -2.999038 -0.287555 -0.529112 0.0 0.0 0.0 0.23
H -0.040601 -0.718091 1.476401 -0.2 -0.1 -0.2 0.38
H 0.679058 -1.876938 -0.794282 -0.1 0.0 0.0 0.48
H 0.494517 0.491827 2.784856 0.0 0.0 -0.1 0.24
H -1.502809 1.301199 0.488622 0.0 0.0 0.0 0.11
H -2.601148 -1.853167 -1.253428 0.0 0.0 0.0 0.23
H -2.160773 -0.348652 -2.104721 0.0 0.0 0.0 0.24
```
Positions in Å, forces in eV/Å.

# 2
Here is a cluster of 3 separate species, C20H27N2O4 in total from the OMol25 dataset. Energies are from wB97M-V/def2-TZVPD.

HOMO energy = -2.30 eV
Charge = -1
Energy = -1188.6526 Ha

```
53
Properties=species:S:1:pos:R:3:forces:R:3:nbo_charge:R:1
O 3.065701 0.638114 6.486084 0.0 0.0 0.0 -0.55
O 4.389857 -0.991665 -7.742443 0.0 0.0 0.0 -0.51
O -1.820247 1.739536 4.749365 0.0 0.0 0.0 -0.50
O 1.425458 1.222550 -3.958866 -0.1 0.2 -0.1 -0.46
N -3.972096 -2.274647 -0.176927 0.1 0.0 -0.1 -0.84
N -0.274080 0.569746 1.401685 0.1 0.1 0.0 -0.84
C 0.352826 0.937665 0.172643 0.0 -0.1 -0.1 -0.20
C 3.707796 -0.488272 -6.873886 0.0 0.0 0.0 0.48
C 0.913306 1.436273 6.973134 0.0 0.0 0.0 -0.25
C -2.641642 0.940281 0.537307 0.1 0.1 0.1 -0.42
C 0.805090 -0.170891 -0.854947 0.0 -0.1 0.1 -0.42
C 1.564464 0.669243 4.656264 0.0 0.0 -0.1 -0.29
C 2.734325 0.588389 -7.195000 0.0 0.0 0.0 -0.25
C 0.345051 0.935281 4.172015 0.0 0.0 0.1 -0.24
C 3.062825 -0.365519 -4.510979 -0.1 0.0 0.0 -0.22
C -0.306750 1.708484 6.525881 0.0 0.0 0.0 -0.23
C 0.675732 -2.267078 0.640929 0.0 0.0 0.0 -0.64
C -0.686380 1.478948 5.096138 0.1 0.0 0.1 0.48
C 1.984019 1.146719 -6.250569 0.0 0.0 0.1 -0.21
C -3.981210 0.227547 0.372677 0.0 0.0 0.1 -0.41
C 3.810079 -0.922774 -5.459106 0.0 0.0 0.0 -0.24
C 0.257442 -1.588741 -0.669107 0.0 -0.1 -0.1 -0.39
C 2.093700 0.719167 -4.829559 0.1 -0.2 0.0 0.47
C -1.617796 0.105089 1.334066 -0.2 -0.1 0.0 -0.20
C -3.968636 -0.894942 -0.682122 0.0 0.0 0.0 -0.22
C 1.950866 0.887632 6.058867 0.0 0.0 0.0 0.49
H -3.026315 -2.526731 0.086573 0.0 0.0 0.1 0.36
H -1.743668 -0.952698 0.976057 0.1 0.1 0.0 0.09
H -2.775568 1.898807 1.049881 0.0 0.0 0.0 0.20
H -0.832364 -1.579106 -0.754134 0.0 0.1 0.0 0.19
H 2.344250 0.269632 4.016335 0.0 0.0 0.0 0.22
H 1.588806 -2.856210 0.512451 0.1 0.1 0.0 0.18
H -0.234374 1.662338 -0.430383 0.0 0.0 0.0 0.12
H -2.240360 1.175393 -0.454589 -0.1 0.0 0.0 0.18
H 0.530915 0.156110 -1.862106 0.1 0.0 0.0 0.19
H 4.521929 -1.713468 -5.258327 0.0 0.0 0.0 0.23
H 1.217831 1.590682 8.001606 0.0 0.0 0.0 0.21
H 0.825952 -1.503481 1.404532 0.0 0.0 0.0 0.26
H 1.904172 -0.235890 -0.855458 0.0 0.0 0.0 0.16
H 1.268826 1.486316 0.434040 0.0 0.0 0.0 0.16
H -4.762389 0.953804 0.124399 0.0 0.0 0.0 0.19
H 3.102392 -0.656939 -3.468247 0.0 0.0 0.0 0.25
H -4.509676 -2.320264 0.681151 0.0 0.0 0.0 0.34
H 0.609991 -2.193020 -1.515874 -0.1 0.0 0.0 0.17
H 1.266086 1.931649 -6.452734 0.0 0.0 0.0 0.23
H -2.009545 0.072559 2.366382 0.0 -0.1 0.0 0.17
H 0.106211 0.782716 3.070333 -0.1 0.1 -0.1 0.33
H -0.094887 -2.944391 1.018618 0.0 -0.1 -0.1 0.19
H -3.072719 -0.784330 -1.299097 0.0 0.0 0.0 0.19
H -4.820982 -0.780232 -1.358999 0.0 0.0 0.0 0.17
H 2.681933 0.878360 -8.236956 0.0 0.0 0.0 0.23
H -4.268138 -0.207683 1.339675 0.0 0.0 0.0 0.19
H -1.090388 2.106365 7.160361 0.0 0.0 0.0 0.21
```
Positions in Å, forces in eV/Å.

# 3
Here is a cluster of 2 separate species, C7H10F2 in total from the OMol25 dataset. Energies are from wB97M-V/def2-TZVPD.

HOMO energy (spin up / spin down) = -8.72 / -8.91 eV
Charge = 0
Energy = -472.2069 Ha

```
19
Properties=species:S:1:pos:R:3:forces:R:3:nbo_charge:R:1
F 1.396451 0.846162 -1.751818 0.4 0.4 0.1 -0.32
F -3.260406 -1.333326 -0.172748 0.3 0.1 -0.1 -0.37
C -1.117906 -1.096183 -1.389494 2.1 2.9 2.8 -0.14
C -2.203399 -0.501717 -0.562917 -0.5 -1.4 1.0 0.13
C 2.549115 1.088307 1.050735 -1.1 2.8 -2.0 -0.63
C 1.326536 0.344096 0.594102 1.4 -0.3 0.5 -0.21
C 0.555335 -0.336978 1.659729 4.2 1.0 3.3 -0.60
C -2.078328 -0.246085 -1.999034 -2.6 -1.7 -2.1 -0.50
C 0.915412 0.348184 -0.636848 -2.4 -2.0 -1.7 0.47
H -0.921824 -2.082847 -1.604329 0.6 -1.9 -0.3 0.21
H -1.967929 0.718895 -2.315003 0.8 2.4 -0.9 0.23
H 1.072055 -1.155965 2.265959 -0.5 0.4 -1.6 0.22
H 3.140598 0.546942 1.729716 1.3 -0.9 0.3 0.22
H -0.341678 -0.541042 1.285204 -3.8 -1.4 -0.8 0.22
H 2.179540 1.940952 1.614586 -0.3 0.1 0.6 0.22
H 0.543047 0.396718 2.495651 -0.8 0.0 -0.5 0.21
H -2.753759 -0.835625 -2.712725 0.6 0.9 1.2 0.23
H -2.041431 0.209068 0.250757 0.1 0.0 -0.7 0.20
H 3.008571 1.690445 0.198478 0.2 -1.5 1.0 0.23
```
Positions in Å, forces in eV/Å.

# 4
Here is the molecule C5H6O from the OMol25 dataset. Energies are from wB97M-V/def2-TZVPD.

HOMO energy (spin up / spin down) = -7.75 / -7.74 eV
Charge = 0
Energy = -269.1528 Ha

```
12
Properties=species:S:1:pos:R:3:forces:R:3:nbo_charge:R:1
O -0.681344 -0.182284 1.631882 -0.1 -0.1 0.0 -0.60
C 0.436020 -1.132959 -0.314155 0.0 -0.2 -0.1 -0.44
C 1.433964 -0.042060 0.010194 -0.1 0.1 0.1 -0.33
C -1.454012 0.572785 -0.467725 0.0 -0.1 0.0 -0.37
C 0.585171 0.807788 0.572855 0.7 0.4 -0.1 0.13
C -0.704336 -0.280175 0.319970 -0.4 -0.1 -0.2 0.26
H -1.338383 0.587720 -1.546223 0.0 0.0 0.2 0.20
H 0.296121 -1.310183 -1.385136 0.0 0.0 0.2 0.21
H 2.508938 0.021123 -0.098992 -0.2 0.0 0.0 0.24
H -2.145341 1.262015 0.005703 0.1 -0.1 0.0 0.22
H 0.479949 1.769588 1.048988 0.0 -0.2 0.0 0.25
H 0.583255 -2.073358 0.222638 0.0 0.1 -0.1 0.23
```
Positions in Å, forces in eV/Å.

# 5
Here is a cluster of 6 separate species, C35H38F4N3 in total from the OMol25 dataset. Energies are from wB97M-V/def2-TZVPD.

HOMO energy = -10.89 eV
Charge = +1
Energy = -1919.8053 Ha

```
80
Properties=species:S:1:pos:R:3:forces:R:3:lowdin_charge:R:1
F -2.236333 -4.740751 2.676408 2.7 -1.2 -3.5 -0.04
F -0.805749 -6.002891 -0.717186 -3.1 2.3 2.8 -0.01
F -3.046651 -6.168808 0.108588 3.5 3.1 -0.1 0.00
F -0.964901 -6.681341 2.069986 -0.9 4.7 -1.3 -0.02
N -4.680361 -1.916404 0.881560 2.2 -0.6 -2.1 0.23
N -3.493209 -3.373918 -0.898093 -0.3 2.3 4.6 0.11
N -2.359865 -1.403958 -0.275599 -3.1 -1.3 3.8 0.07
C 1.429608 -4.219571 -4.084977 0.1 0.1 0.0 -0.09
C -4.803190 5.880878 -3.597519 0.1 0.0 0.0 -0.09
C 2.259850 -0.470517 6.059998 -0.1 0.1 -0.1 -0.09
C -2.231792 5.107009 -4.350154 -0.1 0.0 0.0 -0.10
C -1.242608 -5.253467 1.664258 -0.1 -2.2 1.6 -0.06
C 5.176246 0.273196 -1.681110 0.2 0.1 0.1 -0.11
C 1.526486 -4.480327 -2.718410 0.0 0.1 0.0 -0.11
C -4.087131 4.981273 -2.808383 0.1 0.1 -0.2 -0.11
C -4.231597 6.399054 -4.759236 0.1 -0.1 0.1 -0.09
C -2.652217 3.823163 1.062264 0.0 0.0 0.1 -0.08
C 0.617537 1.293717 5.894112 0.1 -0.2 -0.1 -0.09
C -2.860999 1.830983 2.412666 0.0 0.4 -0.2 -0.13
C -2.674966 2.593638 3.565297 -0.1 0.0 0.0 -0.11
C -2.475468 4.587143 2.215537 0.0 -0.2 0.0 -0.07
C -2.484390 3.971635 3.467454 0.0 -0.1 -0.2 -0.07
C -2.946369 6.009539 -5.137367 -0.1 -0.1 0.2 -0.09
C -1.826028 -5.283934 0.132434 -0.4 -2.2 -0.2 -0.15
C 6.183734 0.990172 -2.327198 0.0 0.0 0.2 -0.09
C 7.284017 1.450879 -1.604746 -0.1 -0.1 0.1 -0.09
C 6.378004 0.465165 0.406030 0.0 0.0 -0.2 -0.10
C -2.846559 2.445660 1.160276 0.0 0.0 0.2 -0.11
C 1.140349 -0.055862 3.959940 0.0 0.0 0.3 -0.11
C 7.382671 1.186857 -0.238977 -0.2 -0.1 -0.1 -0.09
C 2.064617 -0.778921 4.713415 -0.1 0.1 0.1 -0.10
C 2.631366 -4.027604 -1.997835 0.0 0.1 -0.2 -0.10
C -2.799851 4.595997 -3.183482 -0.2 0.2 -0.1 -0.11
C 1.535071 0.564579 6.650046 0.0 0.0 -0.1 -0.09
C -3.640422 -2.155819 0.016783 1.2 -1.8 -2.0 -0.16
C 0.418353 0.981649 4.549058 0.1 -0.1 0.1 -0.10
C 3.636032 -3.305911 -2.642843 -0.1 0.0 0.0 -0.09
C 5.273124 0.012441 -0.314544 0.1 0.1 -0.1 -0.11
C -2.065671 -3.813352 -0.551492 1.5 -0.5 -3.2 -0.15
C 3.537379 -3.041889 -4.008613 -0.1 -0.1 0.1 -0.09
C -1.308089 -2.487015 0.043779 -0.2 -0.5 0.5 -0.08
C 2.437097 -3.502595 -4.731064 0.0 0.0 0.2 -0.09
H -2.639367 4.301778 0.086093 0.0 -0.1 0.2 0.09
H -2.342847 4.566166 4.366198 0.0 -0.1 -0.1 0.11
H -2.986628 1.850779 0.261605 0.0 0.1 0.0 0.09
H 2.709190 -4.235689 -0.934336 0.0 0.0 -0.1 0.10
H 4.495360 -2.949636 -2.080822 -0.1 -0.1 -0.1 0.10
H -0.274779 -2.278916 -0.487567 -2.3 -0.4 1.0 0.16
H -4.531622 4.580276 -1.901260 0.0 0.1 -0.1 0.09
H 4.316319 -0.081695 -2.242974 0.1 0.0 0.1 0.09
H -2.679335 2.113766 4.540792 0.0 0.1 -0.1 0.11
H 4.319117 -2.477275 -4.510593 -0.1 -0.1 0.1 0.11
H -4.661369 -1.073742 1.514196 -0.3 -1.3 -1.0 0.16
H -0.245828 -4.611938 1.719874 -2.2 -1.6 0.2 0.19
H -2.502648 6.409480 -6.045260 -0.1 -0.1 0.1 0.10
H 8.065754 2.015493 -2.106727 -0.1 -0.1 0.1 0.10
H -1.572468 -3.933189 -1.621822 -0.9 -0.1 2.3 0.17
H 0.057090 2.103642 6.352704 0.1 -0.1 -0.1 0.10
H 2.631893 -1.582872 4.252357 -0.1 0.1 0.1 0.10
H 0.740460 -5.037678 -2.214750 0.2 0.0 -0.1 0.07
H 2.976537 -1.037092 6.648611 -0.1 0.1 -0.1 0.10
H 6.110448 1.190273 -3.392703 0.0 0.0 0.2 0.10
H -1.230854 4.802317 -4.645846 -0.2 0.1 0.0 0.10
H 4.487099 -0.544910 0.189116 0.1 0.1 -0.1 0.09
H 1.686160 0.803715 7.699872 0.0 0.0 -0.2 0.11
H 0.983159 -0.300603 2.912429 0.1 0.1 0.1 0.09
H -4.787205 7.105150 -5.370335 0.1 -0.1 0.1 0.10
H -2.317691 -0.717422 0.525450 0.3 -0.3 -1.4 0.11
H -4.243511 -4.090678 -0.786766 1.0 0.5 0.1 0.14
H -5.807309 6.179046 -3.306439 0.2 0.0 0.0 0.10
H 0.569681 -4.574463 -4.646840 0.1 0.0 0.1 0.10
H 6.455827 0.257079 1.469530 0.0 0.0 -0.1 0.10
H -5.440186 -2.657959 0.916711 1.2 1.6 0.2 0.18
H -0.299408 1.547170 3.960631 0.2 -0.1 0.1 0.07
H -2.329603 5.661048 2.139132 0.0 -0.2 0.0 0.11
H -3.016171 0.758274 2.489664 0.0 0.0 0.1 0.07
H 2.363811 -3.302494 -5.796570 0.0 0.0 0.2 0.11
H -2.240731 3.897152 -2.567539 0.0 0.1 -0.1 0.09
H -1.207465 -2.477259 1.210079 0.1 -0.4 -2.2 0.14
H 8.241998 1.543133 0.323044 -0.1 -0.1 -0.1 0.10
```
Positions in Å, forces in eV/Å.

# 6
Here is the molecule C9H12N4 from the OMol25 dataset. Energies are from wB97M-V/def2-TZVPD.

HOMO energy = -8.83 eV
Charge = 0
SMILES = C[C@H]1N=c2cncnc2=NC1(C)C
Energy = -569.0277 Ha

```
25
Properties=species:S:1:pos:R:3:forces:R:3:nbo_charge:R:1
N 1.830661 -1.372697 -1.904274 2.5 0.5 -2.4 -0.41
N 1.044143 -0.730015 0.173820 2.3 -0.7 -2.7 -0.40
N -0.774934 1.075515 -1.053129 -1.4 -1.8 1.4 -0.34
N 1.377977 0.031004 -3.718608 -1.0 2.8 -2.2 -0.44
C 0.458072 0.727623 -3.156447 -1.4 -1.8 1.5 0.13
C 2.141671 -0.874934 -3.113049 -1.1 -3.0 3.6 0.26
C 0.021971 -1.485660 2.026911 0.5 1.9 -0.6 -0.58
C -2.270451 1.007686 1.055680 -0.1 -1.6 2.7 -0.63
C 0.069516 -0.231130 1.001215 -2.1 0.8 3.3 0.07
C 0.635308 0.923765 1.902401 0.6 -1.8 -0.2 -0.62
C 0.043821 0.422925 -1.762824 2.0 -0.4 2.0 0.09
C 1.013005 -0.662034 -1.093436 -2.3 1.2 -0.3 0.33
C -1.243324 0.180126 0.345759 0.4 -0.2 -3.3 -0.05
H -0.350813 -2.390676 1.576446 0.0 -0.3 -0.4 0.21
H 1.153059 -1.502464 2.096852 -1.6 -0.8 1.2 0.25
H -1.964501 2.009512 0.952641 0.1 1.4 0.4 0.23
H 0.721688 1.835279 1.422978 -0.1 1.9 -1.5 0.21
H -1.771568 -0.708399 -0.077266 0.8 0.4 0.0 0.20
H 2.818617 -1.486360 -3.733700 -0.2 0.7 0.4 0.20
H -3.295938 0.901179 0.706759 0.2 -0.1 -0.5 0.23
H 0.070415 1.136973 2.800739 -0.1 -0.5 0.3 0.22
H -0.607789 -1.237783 2.895558 0.7 -0.1 0.0 0.20
H -0.458952 1.131449 -3.608785 1.1 0.5 -1.1 0.21
H -2.335769 0.653618 2.182706 0.3 1.0 -2.0 0.21
H 1.674112 0.645501 2.081053 -0.1 -0.1 0.6 0.22
```
Positions in Å, forces in eV/Å.